(1)
51
Properties=species:S:1:pos:R:3:lowdin_spin:R:1 method="wB97M-V/def2-TZVPD" spin_multiplicity=2 lumo_energy_ev="-8.78 / -8.36" homo_lumo_gap_ev="6.48 / 6.89" charge=+2
Re -0.178 -0.047 0.383 0.854
O -0.695 -1.446 1.774 0.053
S -1.105 -1.828 3.194 0.006
C -2.848 -2.432 2.995 0.000
C -3.622 -1.819 1.833 0.000
C -3.457 -2.631 0.539 0.000
C -4.105 -1.957 -0.666 0.000
S -3.016 -0.717 -1.513 -0.001
O -2.073 -0.332 -0.372 -0.004
C -2.028 -1.808 -2.570 0.000
C -2.397 -1.844 -3.909 0.000
C -1.692 -2.666 -4.775 0.000
C -0.622 -3.409 -4.304 0.000
C -0.264 -3.365 -2.965 0.000
C -0.965 -2.551 -2.088 0.000
C -1.415 -0.241 4.001 0.005
C -1.262 -0.192 5.381 0.001
C -1.414 1.024 6.029 0.001
C -1.694 2.168 5.299 0.000
C -1.847 2.108 3.922 0.001
C -1.709 0.895 3.268 0.004
H -3.325 -2.228 3.952 0.000
H -2.773 -3.512 2.876 0.000
H -3.305 -0.788 1.664 0.000
H -4.680 -1.791 2.104 0.000
H -3.924 -3.610 0.678 0.000
H -2.395 -2.797 0.350 0.000
H -4.998 -1.409 -0.365 0.000
H -4.390 -2.681 -1.428 0.000
H -3.226 -1.256 -4.268 0.000
H -1.970 -2.706 -5.818 0.000
H -0.048 -4.022 -4.984 0.000
H 0.558 -3.960 -2.598 0.000
H -0.670 -2.515 -1.049 0.000
H -1.013 -1.082 5.937 0.000
H -1.293 1.082 7.100 0.000
H -1.777 3.121 5.797 0.000
H -2.065 3.002 3.360 0.000
H -1.819 0.851 2.183 0.002
F -0.339 4.531 0.454 0.000
B -0.662 3.311 0.655 0.000
F 0.203 1.198 -0.957 0.085
F -1.754 2.758 0.181 0.000
F 0.060 2.510 1.420 0.001
C 3.592 -1.334 0.674 0.001
C 2.207 -0.851 0.554 0.010
O 1.349 -1.389 -0.230 -0.008
O 1.729 0.103 1.223 -0.011
H 3.668 -2.377 0.372 0.000
H 3.941 -1.190 1.694 0.000
H 4.235 -0.742 0.018 0.001


(2)
56
Properties=species:S:1:pos:R:3:lowdin_spin:R:1 method="wB97M-V/def2-TZVPD" spin_multiplicity=3 lumo_energy_ev="0.44 / 0.27" homo_lumo_gap_ev="7.81 / 7.64" e_above_lowest_kcal_mol=9.75 charge=0
Ni 0.470 0.228 0.679 1.682
C 0.680 -0.387 -3.396 0.000
N 1.580 -0.548 -2.254 0.007
C 1.301 -1.731 -1.452 0.006
C 2.285 0.498 -1.774 0.010
S 2.634 0.735 -0.127 0.019
N 2.742 1.379 -2.693 0.006
C 3.141 2.726 -2.323 0.000
C 3.238 0.944 -3.989 0.000
H -0.321 -0.689 -3.085 0.000
H 0.991 -1.003 -4.242 0.000
H 0.641 0.657 -3.693 0.000
H 1.139 -2.563 -2.139 0.000
H 0.383 -1.633 -0.864 0.002
H 2.142 -1.957 -0.803 0.000
H 2.584 3.047 -1.450 0.000
H 2.909 3.391 -3.157 0.000
H 4.212 2.786 -2.113 0.000
H 3.126 -0.129 -4.098 0.000
H 4.300 1.193 -4.062 0.000
H 2.711 1.443 -4.806 0.000
C -0.402 -2.915 4.172 0.001
N -0.175 -1.477 4.091 0.001
C -0.620 -0.631 5.056 0.000
C -0.578 0.707 4.908 0.002
C -0.097 1.213 3.658 0.006
N 0.352 0.386 2.732 0.038
C 0.282 -0.965 2.899 0.004
O 0.647 -1.681 1.966 0.031
N -0.104 2.520 3.405 0.000
H -0.460 -3.202 5.220 0.000
H 0.425 -3.431 3.695 0.000
H -1.329 -3.171 3.660 0.000
H -1.013 -1.104 5.945 0.000
H -0.945 1.363 5.681 0.000
H -0.550 3.152 4.043 0.000
H 0.083 2.819 2.459 0.001
F 2.168 7.728 -0.180 0.000
C 1.586 6.528 -0.170 0.001
C 0.463 6.283 -0.943 0.000
F -0.037 7.256 -1.709 0.000
C -0.129 5.035 -0.925 0.005
F -1.203 4.867 -1.704 0.004
C 0.345 3.969 -0.156 0.014
Se -0.607 2.306 -0.265 0.094
C 1.467 4.266 0.609 0.001
F 1.998 3.340 1.431 0.000
C 2.086 5.507 0.615 0.000
F 3.160 5.715 1.381 0.000
Cl -3.588 -1.113 -1.455 0.000
C -3.686 -0.599 0.247 0.003
C -2.341 -0.541 0.974 0.004
O -2.373 -0.566 2.203 0.001
O -1.308 -0.436 0.236 0.052
H -4.354 -1.277 0.769 0.000
H -4.111 0.403 0.262 0.000


(3)
50
Properties=species:S:1:pos:R:3:lowdin_charge:R:1 method="wB97M-V/def2-TZVPD" smiles="CCOC(=O)N1CCN(C(=O)CSc2nnc(COc3ccc(Cl)cc3)o2)CC1" lumo_energy_ev=0.39 homo_lumo_gap_ev=9.18 e_above_lowest_kcal_mol=52.46 charge=0
C -5.442 -3.705 -0.235 -0.062
C -4.925 -2.939 0.973 -0.219
O -4.062 -1.868 0.591 -0.015
C -4.680 -0.735 0.188 -0.540
O -5.876 -0.573 0.196 0.093
N -3.797 0.197 -0.251 -0.037
C -2.363 0.094 -0.116 -0.108
C -1.875 1.110 0.929 -0.113
N -2.305 2.433 0.541 -0.057
C -1.549 3.448 0.073 -0.527
O -2.029 4.504 -0.289 0.057
C -0.038 3.246 0.022 -0.310
S 0.433 2.221 -1.425 1.050
C 1.271 0.948 -0.630 -0.676
N 1.369 0.725 0.650 0.031
N 2.113 -0.389 0.786 0.107
C 2.426 -0.797 -0.397 -0.315
C 3.243 -1.991 -0.760 -0.103
O 4.430 -1.653 -1.433 -0.028
C 5.435 -1.025 -0.746 -0.256
C 6.571 -0.728 -1.499 0.000
C 7.654 -0.103 -0.918 -0.100
C 7.606 0.231 0.428 -0.685
Cl 8.960 1.016 1.164 0.664
C 6.484 -0.056 1.184 -0.096
C 5.395 -0.684 0.601 -0.011
O 1.914 0.014 -1.357 0.104
C -3.750 2.535 0.451 -0.098
C -4.264 1.527 -0.582 -0.098
H -6.040 -4.548 0.097 0.077
H -6.062 -3.052 -0.846 0.075
H -4.612 -4.071 -0.836 0.077
H -5.763 -2.532 1.548 0.121
H -4.309 -3.577 1.612 0.122
H -2.099 -0.919 0.185 0.128
H -1.905 0.318 -1.087 0.115
H -0.795 1.047 1.047 0.081
H -2.340 0.873 1.893 0.139
H 0.412 4.226 -0.142 0.089
H 0.380 2.776 0.907 0.074
H 2.683 -2.604 -1.473 0.145
H 3.435 -2.567 0.153 0.142
H 6.582 -0.999 -2.542 0.121
H 8.531 0.125 -1.502 0.107
H 6.452 0.210 2.228 0.108
H 4.528 -0.887 1.208 0.096
H -4.003 3.553 0.153 0.124
H -4.185 2.319 1.431 0.137
H -5.354 1.509 -0.595 0.127
H -3.888 1.797 -1.575 0.137


(4)
43
Properties=species:S:1:pos:R:3:lowdin_charge:R:1 method="wB97M-V/def2-TZVPD" lumo_energy_ev=-1.84 homo_lumo_gap_ev=5.18 e_above_lowest_kcal_mol=36.37 charge=0
C 1.287 4.004 -0.611 -0.068
C 0.924 2.873 -1.537 -0.228
O -0.033 2.028 -0.860 -0.055
C -0.295 0.884 -1.549 -0.471
C -1.383 0.087 -0.923 -0.147
C -2.033 0.632 0.273 -0.081
C -2.044 -0.856 -1.819 -0.428
C -3.480 -1.278 -1.542 -0.012
O -1.475 -1.354 -2.799 0.021
O 0.351 0.596 -2.548 0.064
H 2.042 4.628 -1.096 0.079
H 0.417 4.630 -0.394 0.081
H 1.698 3.632 0.335 0.059
H 0.455 3.247 -2.462 0.133
H 1.811 2.274 -1.794 0.120
H -1.478 1.521 0.599 0.086
H -3.081 0.907 0.061 0.084
H -2.045 -0.099 1.097 0.072
H -3.934 -0.838 -0.651 0.058
H -4.095 -1.014 -2.413 0.089
H -3.509 -2.370 -1.450 0.080
Cl 2.504 2.779 3.968 0.704
C 1.932 1.491 2.994 -0.670
C 0.902 0.666 3.470 -0.084
C 0.406 -0.345 2.651 -0.007
C 0.912 -0.543 1.339 -0.172
C 0.397 -1.599 0.507 -0.120
C 1.034 -2.021 -0.778 -0.108
C 0.429 -3.440 -1.095 -0.133
C -0.476 -3.692 0.069 0.013
C -0.455 -2.637 0.965 -0.021
C 1.982 0.281 0.904 0.006
C 2.488 1.282 1.722 -0.096
H 0.493 0.826 4.468 0.110
H -0.383 -1.000 3.029 0.108
H 0.795 -1.323 -1.591 0.101
H 2.129 -2.084 -0.696 0.131
H -0.127 -3.379 -2.042 0.115
H 1.237 -4.181 -1.206 0.122
H -1.053 -4.610 0.181 0.115
H -0.984 -2.613 1.916 0.110
H 2.434 0.098 -0.074 0.127
H 3.305 1.911 1.380 0.111


(5)
47
Properties=species:S:1:pos:R:3:lowdin_spin:R:1 method="wB97M-V/def2-TZVPD" spin_multiplicity=2 lumo_energy_ev="-7.35 / -6.65" homo_lumo_gap_ev="7.29 / 7.97" e_above_lowest_kcal_mol=11.14 charge=+2
Co -0.263 -0.111 -0.174 0.981
C 0.495 -0.544 -2.933 0.003
N -0.113 -1.283 -1.791 -0.011
C 0.480 -2.604 -1.444 0.003
C 0.692 -2.658 0.034 0.002
N 0.292 -1.667 0.807 -0.003
C 0.586 -2.038 2.128 0.001
C 0.379 -1.369 3.330 0.001
C 0.795 -2.009 4.478 0.000
C 1.405 -3.276 4.434 0.000
C 1.616 -3.942 3.245 0.000
C 1.187 -3.289 2.095 0.000
N 1.240 -3.651 0.743 0.001
C 0.809 0.850 -2.498 0.004
N 0.437 1.286 -1.309 -0.004
C 0.815 2.636 -1.237 0.000
C 0.664 3.570 -0.218 0.001
C 1.156 4.836 -0.457 0.000
C 1.785 5.164 -1.672 0.000
C 1.940 4.240 -2.684 0.000
C 1.435 2.970 -2.433 0.000
N 1.415 1.804 -3.210 0.003
H -0.228 -0.496 -3.749 0.000
H 1.375 -1.061 -3.313 0.000
H -1.109 -1.402 -1.985 -0.001
H 1.405 -2.774 -1.994 0.000
H -0.212 -3.398 -1.728 0.000
H -0.084 -0.390 3.369 0.001
H 0.653 -1.529 5.436 0.000
H 1.721 -3.740 5.358 0.000
H 2.089 -4.914 3.215 0.000
H 1.617 -4.508 0.371 0.000
H 0.187 3.320 0.722 0.001
H 1.059 5.597 0.305 0.000
H 2.159 6.168 -1.815 0.000
H 2.427 4.495 -3.616 0.000
H 1.785 1.704 -4.142 0.000
C -3.524 -0.699 1.272 0.005
S -2.590 0.137 0.027 0.025
C -3.393 1.709 -0.032 0.008
O -2.814 -0.559 -1.277 -0.022
H -4.543 -0.779 0.892 0.001
H -3.491 -0.132 2.203 0.000
H -3.083 -1.684 1.409 0.000
H -3.360 2.179 0.952 0.000
H -4.421 1.520 -0.345 0.002
H -2.871 2.319 -0.767 0.000